Here is an isolated ion of composition C6H16N3S2 and charge +1 from the Open Molecules 2025 dataset. Energies are from wB97M-V/def2-TZVPD.

Element x y z (Å)
S  1.470  -1.393  0.631
S  -1.322  0.417  1.953
N  -0.763  -0.359  -0.591
N  -1.347  0.821  0.246
N  0.632  -0.072  -0.649
C  0.943  1.361  -0.262
C  -0.523  1.973  -0.198
C  3.229  -1.071  0.489
C  1.085  -0.268  -2.019
C  -3.140  0.329  2.072
C  -1.387  -1.627  -0.267
H  -3.512  0.212  1.119
H  -2.334  -1.421  -0.600
H  -3.494  1.319  2.378
H  -3.308  -0.457  2.678
H  3.475  0.056  0.382
H  -0.429  2.749  0.559
H  1.664  1.427  0.660
H  -1.072  2.217  -1.191
H  -1.165  -1.853  0.706
H  1.471  1.952  -0.917
H  3.563  -1.508  1.340
H  0.659  -1.146  -2.398
H  0.780  0.687  -2.662
H  2.043  -0.535  -1.947
H  -0.830  -2.236  -0.993
H  3.614  -1.576  -0.523

Summary:
highest occupied orbital energy: -12.3408 eV
structure (SMILES): CSN1CC[N@@+](C)(SC)N1C
total charge: +1
ΔE to the lowest compared entry with this formula, charge and spin: 709.7 kJ/mol